Molecular formula: C3H8N2O2
Method: DFT, the ωB97M-V functional and the def2-TZVPD basis

Each line ends with the natural charge from an NBO analysis.
Geometry (Å):
1 C 1.2074 0.2858 -0.8328  0.05
2 C -0.2119 -0.7413 -0.3585  -0.20
3 C -1.2716 -0.4373 -1.1994  -0.40
4 O 2.2657 -0.0076 -0.0776  -0.70
5 H 1.9332 -0.1035 0.8936  0.49
6 H 0.7613 1.2743 -0.6802  0.16
7 H 1.3604 0.0110 -1.8718  0.18
8 H 0.1905 -1.7491 -0.3792  0.24
9 H -1.5756 -1.1501 -1.9496  0.20
10 H -1.7215 0.5449 -1.2203  0.19
11 N -0.9030 0.8967 1.3283  -0.66
12 N -0.2480 -0.3202 1.1260  0.22
13 O 0.8210 -0.4859 1.8381  -0.52
14 H -0.7171 1.2022 2.2782  0.39
15 H -1.8908 0.7800 1.1054  0.37

Cartesian forces (eV/Å) of the 6 atoms listed first:
-1.8005 -0.8036 0.1907
2.7453 0.8479 1.5462
-1.1854 0.2168 -0.5790
0.5559 -0.1489 0.9619
0.3765 0.0831 -1.0342
0.1199 0.0526 -0.1584

Summary:
E_LUMO (spin up / spin down)	-0.5 / -0.1	eV
ΔE to the lowest compared entry with this formula, charge and spin	152.3	kcal/mol
HOMO energy (spin up / spin down)	-0.2948 / -0.2921	Ha
frontier orbital gap (spin up / spin down)	7.497 / 7.878	eV
electronic energy	-10310.348	eV

---

Molecular formula: C3H8N2O2
Method: DFT, the ωB97M-V functional and the def2-TZVPD basis

Each line ends with the natural charge from an NBO analysis.
Geometry (Å):
1 C 0.7771 -0.1945 -0.2070  -0.25
2 C 1.1579 1.1409 0.4309  -0.07
3 O 2.3345 1.6820 -0.1429  -0.71
4 N -0.1887 -0.9517 0.5582  -0.64
5 C -1.5690 -0.8164 0.4186  0.78
6 N -1.9784 -0.5243 -0.8800  -0.86
7 O -2.3212 -0.9299 1.3564  -0.63
8 H 1.6813 -0.7992 -0.3325  0.19
9 H 0.3606 -0.0167 -1.1929  0.20
10 H 1.3298 0.9470 1.4989  0.16
11 H 0.3362 1.8419 0.3782  0.17
12 H 2.5930 1.1191 -0.8797  0.46
13 H -0.0028 -0.9617 1.5552  0.39
14 H -1.5273 -1.0459 -1.6134  0.39
15 H -2.9831 -0.4904 -0.9480  0.40

Cartesian forces (eV/Å) of the 6 atoms listed first:
0.0053 0.0811 -0.2448
0.2050 -0.7229 0.4819
-0.1425 0.0097 -0.0887
-0.5035 0.1370 0.6776
0.6570 0.1877 -0.6609
-0.1891 -0.0303 0.3898

Summary:
E_LUMO	0.8	eV
ΔE to the lowest compared entry with this formula, charge and spin	14.0	kcal/mol
HOMO energy	-0.3636	Ha
frontier orbital gap	10.643	eV
electronic energy	-10316.344	eV

---

Molecular formula: C3H8N2O2
Method: DFT, the ωB97M-V functional and the def2-TZVPD basis

Each line ends with the natural charge from an NBO analysis.
Geometry (Å):
1 C -0.7103 -1.4100 0.7091  0.51
2 N 0.6085 -0.8847 0.1476  -0.73
3 N 0.4342 2.1071 0.4025  -0.83
4 C 0.6595 0.0718 -0.9065  -0.20
5 C 0.6546 1.4005 -0.7652  0.01
6 O -0.9134 -2.4653 -0.1252  -0.72
7 O -1.7225 -0.4526 0.7398  -0.72
8 H -0.1240 -2.1047 -0.7970  0.50
9 H -1.9792 -0.2492 -0.1700  0.48
10 H 1.1652 -0.5804 0.9418  0.37
11 H -0.5497 -1.7347 1.7440  0.14
12 H 0.6992 3.0794 0.3997  0.40
13 H 0.0634 1.5903 1.1882  0.41
14 H 0.7751 -0.3733 -1.8921  0.19
15 H 0.9394 2.0058 -1.6168  0.20

Cartesian forces (eV/Å) of the 6 atoms listed first:
1.5208 1.1631 -0.1125
-0.1449 0.6556 2.0690
0.2688 -0.6230 -0.9019
-0.4457 -0.3757 -0.3829
0.1754 0.3205 0.4217
1.5414 0.6526 -3.1640

Summary:
E_LUMO	0.8	eV
ΔE to the lowest compared entry with this formula, charge and spin	61.4	kcal/mol
HOMO energy	-0.3040	Ha
frontier orbital gap	9.082	eV
electronic energy	-10314.291	eV

---

Molecular formula: C3H8N2O2
Method: DFT, the ωB97M-V functional and the def2-TZVPD basis

Each line ends with the natural charge from an NBO analysis.
Geometry (Å):
1 C -1.4643 0.0038 -0.7888  -0.07
2 C -1.3612 -1.5116 -0.6730  -0.66
3 N 2.6083 1.3125 0.1116  -0.29
4 C 1.7496 0.6361 0.6843  0.62
5 O 3.7560 1.7377 0.8163  -0.55
6 O -1.6481 0.6772 0.4404  -0.73
7 N 1.0504 -0.1640 1.2572  -0.70
8 H 4.2683 2.3631 0.2864  0.48
9 H -2.0225 0.1056 1.1200  0.47
10 H -0.5315 0.5074 -1.2756  0.19
11 H -2.3927 0.2057 -1.3472  0.17
12 H 0.0436 -0.1424 1.3349  0.41
13 H -1.9577 -1.9165 0.1447  0.20
14 H -1.7718 -1.9916 -1.5591  0.22
15 H -0.3262 -1.8228 -0.5522  0.22

Cartesian forces (eV/Å) of the 6 atoms listed first:
0.0019 0.4830 -0.9301
0.4778 0.0023 -0.1920
0.2412 -0.0852 -0.9934
1.4084 0.8988 0.8717
-0.4369 -0.2381 1.1342
0.5201 0.2669 1.0819

Summary:
E_LUMO	0.7	eV
ΔE to the lowest compared entry with this formula, charge and spin	107.6	kcal/mol
HOMO energy	-0.3298	Ha
frontier orbital gap	9.693	eV
electronic energy	-10312.285	eV

---

Molecular formula: C3H8N2O2
Method: DFT, the ωB97M-V functional and the def2-TZVPD basis

Each line ends with the natural charge from an NBO analysis.
Geometry (Å):
1 C 2.1961 0.7697 -0.1528  -0.12
2 C 1.3426 -0.4181 -0.2107  -0.12
3 N 0.5213 -0.3149 0.9024  -0.53
4 C 0.7403 0.8330 1.5388  0.16
5 N 1.7493 1.5109 1.0180  -0.48
6 H 3.0440 1.0107 -0.8801  0.22
7 H 1.0947 -1.0737 -1.0641  0.21
8 H -0.0889 -0.9678 1.4159  0.45
9 H 0.1495 1.2050 2.3317  0.20
10 H -3.1855 -1.0950 1.0784  0.48
11 H -2.2273 -0.5018 -0.0809  0.50
12 O -2.2615 -0.8845 0.8236  -0.98
13 H -1.4867 0.5893 -2.2909  0.48
14 H -0.4259 -0.4303 -2.5018  0.48
15 O -1.1620 -0.2325 -1.9275  -0.95

Cartesian forces (eV/Å) of the 6 atoms listed first:
-2.6481 -1.9903 1.4012
1.5201 2.5059 0.0793
-0.9398 -0.9596 0.2101
2.5628 0.9310 -1.3838
0.8788 -0.5723 -2.1553
-1.5447 -0.0181 1.5099

Summary:
E_LUMO	0.5	eV
ΔE to the lowest compared entry with this formula, charge and spin	44.8	kcal/mol
HOMO energy	-0.3098	Ha
frontier orbital gap	8.897	eV
electronic energy	-10315.010	eV

---

Molecular formula: C3H8N2O2
Method: DFT, the ωB97M-V functional and the def2-TZVPD basis

Each line ends with the natural charge from an NBO analysis.
Geometry (Å):
1 N -2.3994 -0.5981 -0.2156  -0.82
2 C -1.1883 0.1218 -0.4323  0.36
3 O -0.5526 -0.2446 -1.5302  -0.76
4 N -0.4681 0.4841 0.7579  -0.18
5 C 0.7487 1.0308 0.6201  -0.29
6 C 1.7796 -0.4683 0.3319  0.12
7 O 1.7865 -0.6412 -0.9672  -0.68
8 H -2.2222 -1.5713 -0.4177  0.37
9 H -2.7427 -0.4775 0.7316  0.37
10 H -1.5681 1.2253 -0.4717  0.20
11 H 1.1190 1.5603 1.5073  0.21
12 H 0.9943 1.5095 -0.3394  0.24
13 H 1.2822 -1.2337 0.9490  0.17
14 H 2.7220 -0.1322 0.7918  0.19
15 H 0.7090 -0.5648 -1.3154  0.50

Cartesian forces (eV/Å) of the 6 atoms listed first:
-0.0096 -0.3268 0.2263
-0.3313 1.0353 -0.3390
0.7637 -0.4098 0.2962
0.8925 -0.0798 -0.0801
-0.6649 0.6522 0.0210
-0.0057 -0.7798 -0.1397

Summary:
E_LUMO (spin up / spin down)	-2.0 / -2.0	eV
ΔE to the lowest compared entry with this formula, charge and spin	125.9	kcal/mol
HOMO energy (spin up / spin down)	-0.3381 / -0.3381	Ha
frontier orbital gap (spin up / spin down)	7.249 / 7.248	eV
electronic energy	-10311.493	eV

---

Molecular formula: C3H8N2O2
Method: DFT, the ωB97M-V functional and the def2-TZVPD basis

Each line ends with the natural charge from an NBO analysis.
Geometry (Å):
1 C -2.0097 -0.7611 -0.0264  -0.73
2 C -1.2228 0.4487 0.3623  0.40
3 O -0.9844 1.3786 -0.4304  -0.53
4 H -1.1742 0.6452 1.4461  0.13
5 H -2.1501 -0.8135 -1.1042  0.23
6 H -2.9641 -0.8051 0.4939  0.23
7 H -1.4201 -1.6353 0.2607  0.26
8 C 1.1300 -0.2535 0.0306  0.77
9 N 1.8819 0.3704 1.0064  -0.85
10 N 1.1306 0.4574 -1.2372  -0.86
11 O 0.9347 -1.4582 0.0404  -0.63
12 H 2.4291 -0.2333 1.5980  0.41
13 H 2.2480 1.2932 0.8444  0.39
14 H 1.5461 1.3769 -1.3074  0.39
15 H 0.6250 -0.0104 -1.9770  0.41

Cartesian forces (eV/Å) of the 6 atoms listed first:
0.8919 -0.7066 -0.2561
-2.5289 3.0748 -1.4853
-0.7677 -1.9540 2.1755
0.7541 -0.2314 0.0354
-0.1100 0.1781 0.0024
-0.0434 0.2035 0.1009

Summary:
E_LUMO	0.6	eV
ΔE to the lowest compared entry with this formula, charge and spin	40.4	kcal/mol
HOMO energy	-0.3465	Ha
frontier orbital gap	10.019	eV
electronic energy	-10315.200	eV

---

Molecular formula: C3H8N2O2
Method: DFT, the ωB97M-V functional and the def2-TZVPD basis

Each line ends with the natural charge from an NBO analysis.
Geometry (Å):
1 C -1.9300 0.5120 1.2831  0.23
2 O -1.4686 1.2661 0.2098  -0.76
3 O -1.7847 -0.8639 1.1188  -0.75
4 H -3.0039 0.6986 1.3657  0.15
5 H -1.4301 0.8360 2.2190  0.11
6 N 1.3909 1.0931 -0.1377  -0.59
7 N 0.5053 -1.5672 -0.3666  -0.59
8 C 1.8633 0.2806 -0.9720  0.09
9 C 1.1616 -0.9818 -1.2616  0.08
10 H 1.9243 1.9516 0.0030  0.36
11 H -0.4991 1.1732 0.1426  0.49
12 H -0.8555 -1.0555 0.8895  0.49
13 H 0.0498 -2.4369 -0.6413  0.36
14 H 2.7786 0.4356 -1.5668  0.17
15 H 1.2982 -1.3413 -2.2856  0.17

Cartesian forces (eV/Å) of the 6 atoms listed first:
-0.0810 0.2906 0.5829
0.1079 0.0935 -0.4123
0.1665 -0.4490 -0.1719
0.1357 0.0235 0.0400
-0.1038 -0.0757 -0.2331
-0.1898 0.3687 0.3332

Summary:
E_LUMO	-0.3	eV
ΔE to the lowest compared entry with this formula, charge and spin	57.1	kcal/mol
HOMO energy	-0.3524	Ha
frontier orbital gap	9.271	eV
electronic energy	-10314.478	eV

---

> Look up the ΔE to the lowest compared entry with this formula, charge and spin of the eighth one.

57.1 kcal/mol

---

> What is the ΔE to the lowest compared entry with this formula, charge and spin in the second record?

14.0 kcal/mol

---

> The lowest ΔE to the lowest compared entry with this formula, charge and spin belongs to which entry?

number 2